22
Properties=species:S:1:pos:R:3:forces:R:3:nbo_charge:R:1 method="wB97M-V/def2-TZVPD" homo_ev=-6.16 lumo_ev=-3.5 relative_energy_kj_mol=982.7 gap_ev=2.634
C 0.015891 -0.618141 -0.985818 0.42 2.76 0.48 -0.453
C -0.646082 0.509310 -1.336915 -0.32 0.29 0.12 -0.302
C 3.998175 -0.863443 -0.367133 -0.50 1.57 -0.94 -0.264
C 3.573339 -0.213928 0.773157 1.20 -1.67 0.35 -0.301
C 2.525796 0.665677 1.098572 1.32 0.16 -1.99 -0.272
N -2.657367 1.369828 0.067849 0.83 -1.39 1.10 -0.672
C -2.747898 0.075945 0.723392 -0.10 -0.66 -0.33 -0.117
N -3.609086 -0.914939 -0.052448 -0.37 0.58 1.86 -0.821
H 1.030605 -0.408596 -0.618657 -0.35 -0.43 0.58 0.180
H -1.552207 0.568802 -1.969091 0.30 -0.31 0.83 0.208
H -0.514230 -1.445062 -0.605560 -0.21 -1.78 -0.93 0.217
H -0.434473 1.467419 -0.788667 0.56 -0.54 -1.56 0.230
H 5.038840 -1.201021 -0.411423 -0.62 -0.34 0.19 0.203
H 3.464322 -0.828579 -1.324538 0.06 -0.10 0.38 0.196
H 4.296420 -0.591897 1.515046 -0.79 0.80 0.75 0.214
H 2.450299 1.058725 2.078148 -0.33 -0.02 0.89 0.206
H 2.246281 1.346491 0.291658 -0.62 -0.40 0.21 0.204
H -3.512686 1.858029 0.280771 -0.66 0.21 -0.10 0.312
H -1.765026 -0.450964 0.772259 -0.63 0.90 0.12 0.168
H -3.191185 0.063146 1.741732 0.23 0.33 -0.37 0.168
H -4.596174 -0.685830 0.126047 0.56 -0.11 -0.39 0.348
H -3.413558 -0.760969 -1.008377 0.02 0.17 -1.28 0.349

=====

94
Properties=species:S:1:pos:R:3:forces:R:3:mulliken_charge:R:1 method="wB97M-V/def2-TZVPD" spin_multiplicity=2 total_charge=+1 homo_ev="-10.74 / -10.74" lumo_ev="-4.6 / -8.5" gap_ev="6.130 / 2.235"
N 5.039010 -14.764420 -12.114020 -1.24 -0.32 -0.34 -0.303
C 4.168210 -15.617810 -12.732190 2.82 0.16 0.40 -0.538
C 3.044230 -15.241750 -13.393200 -1.58 1.44 0.22 -0.391
C 2.670780 -13.901570 -13.256750 1.33 0.68 -0.04 -0.513
C 3.547050 -12.988640 -12.609380 -2.06 -0.26 -1.10 -0.498
C 4.685920 -13.464190 -12.044030 1.43 -1.57 0.01 -0.274
H 4.588850 -16.609180 -12.813720 -0.35 -0.36 0.10 0.418
H 2.406280 -15.894730 -13.970300 0.19 -0.32 0.12 0.432
H 1.807490 -13.502450 -13.768460 -0.17 -0.09 0.07 0.405
H 3.299710 -11.938560 -12.659990 0.12 0.10 0.33 0.409
H 5.467650 -12.880890 -11.580290 -0.29 0.65 0.11 0.893
N 6.676460 -10.261840 -13.976080 0.90 -0.13 1.14 -0.249
C 7.334650 -10.197780 -12.780830 0.88 -0.19 -1.22 -0.333
C 8.755280 -9.943780 -12.637350 -2.65 -0.43 -0.31 -0.741
C 9.479090 -9.821760 -13.808260 -0.64 -0.40 -0.06 -0.470
C 8.796870 -9.952470 -15.021630 -0.07 0.51 -0.34 -0.396
C 7.402280 -10.120310 -15.083160 1.14 0.44 0.80 -0.469
H 6.645760 -10.431720 -11.982640 0.26 0.36 0.67 0.955
H 9.186890 -9.821210 -11.654960 0.05 -0.09 0.04 0.425
H 10.545180 -9.655330 -13.761890 0.06 0.11 -0.21 0.452
H 9.360820 -9.780690 -15.926540 -0.06 -0.19 -0.21 0.468
H 6.849220 -10.062790 -16.009030 0.11 -0.19 -0.22 0.429
N 4.326080 -9.830590 -10.989140 -0.41 1.43 -0.73 0.355
C 3.307300 -10.215460 -10.195660 0.42 1.76 -1.30 -0.285
C 2.033640 -9.529290 -10.165740 2.21 -0.59 -0.24 -1.007
C 1.931010 -8.386300 -10.945420 1.03 -0.19 -1.10 -0.282
C 3.015970 -7.965550 -11.816440 -0.69 -0.95 2.02 -0.833
C 4.196580 -8.700020 -11.789350 -1.56 -1.16 1.01 -0.143
H 3.675110 -11.030880 -9.590520 -1.01 -0.34 0.42 0.522
H 1.259440 -9.921330 -9.522840 -0.18 0.24 -0.05 0.482
H 1.003180 -7.834120 -10.970530 -0.05 0.12 0.08 0.433
H 2.929750 -7.032010 -12.352600 -0.02 -0.12 -0.24 0.427
H 5.002230 -8.411870 -12.448360 0.33 -0.27 0.17 0.318
N 11.910240 -9.801890 -5.360980 1.32 0.43 0.64 -0.525
C 10.628490 -10.026470 -5.326760 -2.08 0.32 0.31 -0.353
C 9.772220 -9.423330 -4.405230 -0.23 0.68 1.29 -0.173
C 10.273270 -8.570200 -3.403170 0.74 -0.45 -1.08 -0.369
C 11.650310 -8.399450 -3.363750 0.25 -1.06 -0.83 -0.503
C 12.408090 -9.040660 -4.373870 -0.10 0.33 0.30 -0.258
H 10.175320 -10.651140 -6.082290 0.21 -0.17 -0.14 0.657
H 8.712690 -9.628680 -4.365110 -0.12 -0.16 -0.48 0.405
H 9.690480 -8.002330 -2.693050 -0.46 -0.36 0.03 0.372
H 12.091280 -7.894970 -2.516730 0.33 0.27 -0.29 0.390
H 13.481780 -8.941310 -4.434740 0.16 0.21 0.30 0.390
C 10.248660 -16.172000 -6.110760 0.72 -0.37 -0.26 -1.137
C 10.211770 -15.735870 -7.542860 0.47 -2.05 -1.97 0.845
O 10.189850 -16.544750 -8.500980 -0.17 2.08 2.22 -0.620
C 10.334530 -14.258920 -7.731910 -0.63 0.33 -0.17 -0.655
H 9.565990 -15.584190 -5.497120 -0.09 -0.40 0.07 0.340
H 11.260030 -15.922830 -5.789610 0.16 0.37 0.23 0.320
H 10.237760 -17.256990 -6.006940 -0.70 0.12 0.03 0.335
H 11.364580 -13.903390 -7.705720 0.13 -0.26 -0.13 0.463
H 9.834180 -13.732020 -6.919420 -0.05 0.04 -0.08 0.271
H 9.862230 -13.969370 -8.670630 0.25 0.06 0.02 -0.131
C 7.332210 -14.019350 -14.615700 -0.70 -0.68 -0.98 -0.820
C 8.623430 -14.384150 -13.939900 0.07 1.71 0.11 0.843
O 9.614260 -14.668460 -14.562320 -0.51 -0.40 0.35 -0.150
C 8.752190 -14.020570 -12.457020 0.56 -0.77 0.19 -0.200
H 7.516370 -13.940990 -15.687170 -0.10 0.27 0.13 0.420
H 6.801210 -13.175670 -14.174860 0.69 0.40 0.15 0.075
H 6.586680 -14.802460 -14.477780 0.23 -0.59 0.22 0.291
H 9.780400 -14.149070 -12.118830 -0.12 0.13 -0.03 0.464
H 8.107310 -14.724760 -11.931340 -0.31 0.00 0.09 0.405
H 8.385090 -12.998990 -12.358480 0.02 -0.01 -0.16 -0.394
C 4.561060 -7.142530 -8.201430 0.11 0.89 0.32 -0.678
C 3.694270 -6.280380 -7.267830 0.73 -0.62 0.84 0.527
O 4.232020 -5.603170 -6.411920 -0.44 -0.17 -0.48 -0.551
C 2.185790 -6.343400 -7.388080 0.98 -0.37 -0.59 -1.021
H 5.592630 -6.813760 -8.075470 -0.03 0.11 -0.03 0.241
H 4.276870 -6.981090 -9.241270 -0.15 -0.37 -0.06 0.376
H 4.557780 -8.193590 -7.912730 -0.44 -0.05 -0.12 0.238
H 1.995680 -5.649310 -8.206740 -0.58 0.42 0.25 0.303
H 1.720240 -6.120920 -6.427950 -0.10 0.23 -0.39 0.352
H 1.891270 -7.309740 -7.797420 -0.10 -0.14 0.26 0.233
C 6.992610 -6.740490 -5.188530 -0.44 -0.52 -0.80 -1.029
C 6.291890 -7.943100 -4.583260 1.48 0.27 0.10 1.057
O 6.016360 -8.958940 -5.183290 -0.21 0.30 -0.02 -0.575
C 6.083500 -7.741930 -3.115490 -0.92 -1.10 1.04 -1.360
H 7.277070 -6.918990 -6.225510 -0.06 -0.11 0.00 0.105
H 7.889350 -6.453750 -4.639220 -0.25 0.06 0.22 0.399
H 6.224830 -5.966800 -5.191810 0.30 0.40 0.08 0.405
H 5.262890 -7.044280 -2.948180 0.28 0.45 -0.01 0.394
H 6.979140 -7.464740 -2.559530 0.02 0.53 -0.39 0.266
H 5.747160 -8.648170 -2.611790 -0.08 -0.30 -0.33 0.359
C 7.470020 -9.891800 -8.778040 -0.01 0.09 0.34 -0.369
C 8.080630 -11.246250 -8.567600 1.08 -0.16 -0.93 0.502
O 9.077790 -11.449690 -7.897850 -1.05 0.29 -0.35 -0.562
C 7.474450 -12.383460 -9.382790 -0.65 -1.01 0.90 -0.181
H 8.178370 -9.171870 -9.187970 0.25 -0.19 -0.10 0.318
H 7.229500 -9.497090 -7.790890 -0.41 0.09 0.05 0.129
H 6.605670 -9.961210 -9.438470 -0.11 0.20 0.21 -0.184
H 7.673990 -13.311100 -8.846350 0.41 -0.11 -0.21 0.387
H 7.821910 -12.477900 -10.411600 0.33 0.38 0.14 -0.370
H 6.385860 -12.391050 -9.437730 -0.13 0.61 -0.02 0.192

=====

10
Properties=species:S:1:pos:R:3:forces:R:3:nbo_charge:R:1 method="wB97M-V/def2-TZVPD" homo_ev="-8.93 / -8.92" lumo_ev="-0.9 / -0.9" relative_energy_kj_mol=636.8 gap_ev="8.003 / 7.997"
C -0.753716 0.792308 -0.180542 1.28 -1.10 0.36 0.488
C 0.626772 0.266342 0.051139 -2.11 0.58 2.71 0.218
C -0.411009 -0.614749 -0.683944 0.76 -0.49 -0.36 -0.047
O -1.588594 1.520430 0.226429 -0.71 0.53 -0.21 -0.454
O 1.794167 0.620196 -0.404629 1.41 -0.93 -0.88 -0.659
O -0.902155 -1.729287 -0.012707 -0.06 -0.28 -1.33 -0.671
H 0.488211 0.008053 2.013974 0.18 0.15 -3.13 -0.090
H -0.145786 -0.844158 -1.789458 -0.57 0.52 1.93 0.229
H 2.106765 1.452331 -0.068524 -0.07 0.75 0.32 0.499
H -1.214658 -1.471469 0.848263 -0.10 0.27 0.58 0.487

=====

23
Properties=species:S:1:pos:R:3:forces:R:3:nbo_charge:R:1 method="wB97M-V/def2-TZVPD" homo_ev=-8.10 lumo_ev=0.9 relative_energy_kj_mol=407.8 gap_ev=9.034
C 0.396894 0.953893 -0.517602 -0.23 -0.93 -0.55 0.479
C -0.179786 -1.325210 -0.935557 -0.05 1.32 4.00 0.022
C -0.990988 -1.201788 0.816364 -1.59 -2.54 -2.61 -0.472
C 1.628218 1.550294 -1.192958 -0.19 -0.03 0.21 -0.631
C -2.404975 -0.692949 0.561854 0.05 -0.15 -0.05 -0.636
C 0.656436 0.372950 0.874058 3.62 1.44 0.09 -0.197
C 1.859351 -0.204067 1.190837 -1.75 0.65 -0.34 -0.447
O -0.110777 -0.061915 -1.432946 0.14 0.84 -0.40 -0.553
O -0.609406 1.917591 -0.368629 0.06 -0.03 0.14 -0.712
H -0.800607 2.299515 -1.233193 0.06 -0.04 -0.01 0.478
H -0.760757 -1.946939 -1.614067 -0.11 -0.12 0.46 0.196
H 0.773813 -1.711601 -0.564843 0.01 -0.34 -0.61 0.162
H 0.136905 0.942040 1.633968 -0.28 -0.41 0.12 0.226
H -0.751808 -1.024959 1.863547 0.92 0.77 -0.51 0.227
H -0.970332 -2.291591 0.860118 -0.55 -0.52 -0.04 0.197
H 2.389886 0.790853 -1.343359 0.03 -0.05 0.01 0.218
H 2.032890 2.345983 -0.570534 0.02 0.01 -0.03 0.223
H 1.345113 1.947682 -2.169203 -0.03 0.01 0.00 0.211
H -2.425576 0.394306 0.511128 -0.01 0.05 0.08 0.218
H -2.801525 -1.054149 -0.387695 -0.01 -0.04 -0.01 0.197
H -3.081652 -1.023724 1.351359 -0.09 0.09 0.06 0.202
H 2.140753 -0.364649 2.219467 -0.06 -0.05 0.14 0.202
H 2.527930 -0.611565 0.447886 0.05 0.07 -0.15 0.188